A 10-piece molecular cluster, C24H72N3O10PS9 overall, computed with ωB97M-V/def2-TZVPD.

Last column: Löwdin charge in e.
Geometry (Å):
O 4.034 2.827 1.879  -0.268
P 4.035 2.999 3.327  0.482
N 3.843 4.560 3.797  -0.305
C 3.475 4.975 5.125  -0.109
C 4.277 5.592 2.894  -0.114
N 5.501 2.509 3.968  -0.290
C 6.137 3.233 5.009  -0.133
C 6.080 1.287 3.430  -0.089
N 2.931 2.060 4.117  -0.293
C 2.825 1.945 5.552  -0.101
C 2.170 1.077 3.385  -0.119
H 3.378 6.060 5.103  0.087
H 4.221 4.688 5.858  0.057
H 2.481 4.609 5.379  0.082
H 4.347 5.214 1.881  0.072
H 5.216 6.071 3.210  0.083
H 3.557 6.421 2.908  0.084
H 6.415 4.255 4.726  0.084
H 5.602 3.238 5.967  0.062
H 7.104 2.779 5.246  0.070
H 5.325 0.499 3.359  0.072
H 6.573 1.499 2.477  0.085
H 6.863 0.888 4.081  0.070
H 3.498 2.568 6.124  0.060
H 1.771 2.045 5.819  0.094
H 3.104 0.913 5.823  0.058
H 2.182 0.075 3.808  0.071
H 2.644 0.877 2.411  0.071
H 1.162 1.419 3.123  0.087
C 7.364 -3.350 1.838  -0.262
S 7.587 -3.649 3.581  0.841
O 7.190 -2.358 4.225  -0.565
C 6.289 -4.869 3.859  -0.261
H 7.688 -2.353 1.549  0.060
H 6.346 -3.429 1.437  0.023
H 7.893 -4.125 1.276  0.037
H 5.506 -4.366 4.411  0.031
H 6.728 -5.730 4.354  0.011
H 5.891 -5.198 2.891  0.035
C 3.293 -3.283 2.045  -0.224
S 2.090 -4.521 2.579  0.788
O 0.983 -3.962 3.401  -0.554
C 1.268 -5.066 1.061  -0.244
H 4.250 -3.800 2.019  0.010
H 3.225 -2.496 2.777  0.047
H 3.104 -2.937 1.030  0.024
H 2.106 -5.412 0.450  0.008
H 0.842 -4.176 0.595  0.054
H 0.515 -5.793 1.320  0.052
C 7.583 -8.869 4.377  -0.246
S 7.143 -8.811 2.628  0.770
O 7.502 -10.143 2.091  -0.537
C 8.453 -7.688 2.107  -0.267
H 6.786 -9.259 4.997  0.045
H 7.750 -7.829 4.674  0.030
H 8.523 -9.405 4.473  0.065
H 8.384 -6.739 2.643  0.037
H 8.280 -7.558 1.042  0.010
H 9.470 -8.071 2.204  0.069
C 9.863 -1.472 6.119  -0.267
S 9.635 -0.550 7.639  0.803
O 10.779 0.383 7.794  -0.558
C 8.333 0.564 7.098  -0.272
H 10.576 -2.276 6.305  0.049
H 10.217 -0.891 5.267  0.069
H 8.922 -1.953 5.833  0.012
H 7.478 -0.001 6.731  0.022
H 8.717 1.272 6.369  0.051
H 8.030 1.143 7.972  0.056
C 10.526 -3.583 -0.039  -0.308
S 11.147 -1.915 0.204  0.828
O 10.405 -1.344 1.342  -0.545
C 12.779 -2.539 0.678  -0.269
H 10.289 -4.227 0.807  0.055
H 11.080 -4.117 -0.822  0.053
H 9.570 -3.619 -0.596  0.047
H 13.061 -3.266 -0.080  0.044
H 12.782 -3.103 1.614  0.064
H 13.464 -1.700 0.754  0.047
C 4.037 -6.336 8.057  -0.251
S 4.950 -6.145 6.528  0.788
O 6.310 -6.756 6.638  -0.552
C 4.063 -7.235 5.400  -0.225
H 4.011 -7.361 8.413  0.062
H 3.041 -5.919 7.882  0.064
H 4.490 -5.640 8.761  0.049
H 3.236 -7.686 5.956  0.053
H 4.682 -8.000 4.945  0.040
H 3.586 -6.661 4.600  0.028
C 4.043 -1.773 6.250  -0.270
S 4.404 -1.072 7.865  0.791
O 3.412 -1.714 8.758  -0.544
C 5.972 -1.922 8.126  -0.266
H 4.120 -2.847 6.481  0.035
H 4.727 -1.627 5.415  0.043
H 2.979 -1.628 6.071  0.050
H 6.465 -1.521 9.014  0.053
H 6.588 -1.909 7.228  0.028
H 5.878 -2.972 8.431  0.058
C 5.641 -7.407 -1.737  -0.252
S 5.729 -7.145 0.022  0.786
O 5.197 -5.811 0.373  -0.562
C 4.462 -8.312 0.517  -0.256
H 4.677 -7.097 -2.166  0.046
H 5.664 -8.481 -1.919  0.065
H 6.355 -6.745 -2.219  0.057
H 3.585 -8.180 -0.122  0.064
H 4.063 -7.893 1.452  0.048
H 4.802 -9.311 0.768  0.049
C 2.469 -2.700 -2.346  -0.252
S 3.482 -4.045 -1.689  0.799
O 3.960 -4.849 -2.852  -0.545
C 4.902 -2.996 -1.265  -0.242
H 2.378 -1.859 -1.648  0.059
H 1.446 -3.068 -2.174  0.043
H 2.741 -2.466 -3.365  0.060
H 4.550 -2.367 -0.446  0.037
H 5.261 -2.468 -2.138  0.065
H 5.617 -3.694 -0.830  0.018

Molar mass   882.4 g mol⁻¹
E_LUMO   0.03 eV
Frontier orbital gap   8.165 eV
Energy relative to the best compared isomer or geometry (same formula, charge and spin)   135.9 kJ/mol
Total charge   0
Maximum force   2.737 eV/A
HOMO level   -8.13 eV
E   -157799.23492 eV

=====

A 4-piece molecular cluster, C36H83N4O9P2S2 overall, computed with ωB97M-V/def2-TZVPD.

Last column: Löwdin charge in e.
Geometry (Å):
C 1.614 2.159 2.005  -0.113
C 2.958 2.900 1.844  -0.238
C 3.978 2.186 0.935  -0.213
C 5.040 1.370 1.691  -0.206
C 4.597 -0.076 1.914  -0.220
C 5.517 -0.871 2.847  -0.188
C 6.860 -1.294 2.223  -0.156
C 7.067 -2.801 1.979  -0.183
N 5.861 -3.554 1.627  -0.162
C 5.174 -3.041 0.434  -0.213
C 5.116 -3.964 -0.784  -0.180
C 4.924 -3.122 -2.051  -0.210
C 4.081 -3.789 -3.133  -0.222
C 3.720 -2.807 -4.250  -0.208
C 2.626 -1.806 -3.831  -0.236
C 2.986 -0.345 -4.084  -0.262
C 1.855 0.626 -3.700  -0.111
C 5.171 -4.157 2.622  -1.076
S 5.578 -4.251 4.209  0.679
S 3.655 -4.968 2.067  0.897
C 2.456 -3.878 2.889  -0.455
C 1.466 -3.261 1.884  -0.264
C 0.038 -3.246 2.425  -0.116
C -0.998 -2.559 1.499  -0.435
N -0.374 -1.623 0.630  0.135
C -2.108 -1.838 2.298  -0.179
N -3.387 -2.557 2.217  -0.404
P -4.443 -2.082 3.509  0.898
P -5.834 -0.708 2.530  0.263
O -5.124 0.004 1.464  -0.302
O -6.339 0.170 3.769  -0.171
O -7.149 -1.465 2.006  -0.158
C -3.840 -2.515 0.820  -0.213
C -2.930 -3.404 -0.037  -0.074
N -1.655 -3.714 0.692  0.110
H 1.520 1.710 2.996  0.063
H 0.766 2.834 1.885  0.062
H 1.508 1.356 1.270  0.050
H 2.777 3.908 1.471  0.099
H 3.410 2.999 2.834  0.099
H 3.423 1.478 0.304  0.091
H 4.456 2.891 0.253  0.104
H 5.263 1.844 2.652  0.112
H 5.963 1.383 1.102  0.109
H 4.519 -0.554 0.931  0.090
H 3.592 -0.054 2.353  0.108
H 5.731 -0.210 3.693  0.115
H 4.989 -1.726 3.273  0.058
H 7.009 -0.746 1.287  0.102
H 7.678 -0.986 2.876  0.116
H 7.772 -2.923 1.152  0.128
H 7.532 -3.265 2.846  0.079
H 4.161 -2.729 0.693  0.096
H 5.696 -2.133 0.124  0.111
H 4.275 -4.650 -0.686  0.077
H 6.032 -4.558 -0.833  0.124
H 5.892 -2.830 -2.468  0.125
H 4.412 -2.193 -1.761  0.103
H 4.615 -4.644 -3.558  0.117
H 3.156 -4.178 -2.689  0.108
H 3.404 -3.355 -5.140  0.109
H 4.628 -2.264 -4.534  0.111
H 1.692 -2.031 -4.354  0.110
H 2.431 -1.927 -2.756  0.095
H 3.882 -0.090 -3.510  0.105
H 3.241 -0.208 -5.138  0.109
H 0.913 0.092 -3.539  0.058
H 2.088 1.182 -2.791  0.062
H 1.673 1.362 -4.484  0.068
H 3.028 -3.091 3.377  0.061
H 1.944 -4.426 3.683  0.080
H 1.788 -2.249 1.637  0.102
H 1.510 -3.853 0.960  0.093
H -0.254 -4.290 2.594  0.126
H 0.015 -2.768 3.405  0.129
H 0.268 -2.003 -0.053  0.098
H -1.017 -0.974 0.192  0.098
H -2.232 -0.821 1.901  0.128
H -1.812 -1.763 3.342  0.099
H -5.267 -3.223 3.597  -0.071
H -7.241 0.499 3.631  0.096
H -7.747 -1.734 2.719  0.088
H -3.787 -1.491 0.448  0.089
H -4.865 -2.871 0.735  0.120
H -3.391 -4.362 -0.278  0.133
H -2.670 -2.928 -0.982  0.132
H -0.966 -4.000 -0.006  0.176
H -1.808 -4.516 1.302  0.168
C -1.632 2.297 -2.274  -0.104
O -2.548 1.259 -1.965  -0.207
C -3.610 1.670 -1.109  -0.203
C -4.875 2.007 -1.867  -0.204
O -4.709 3.128 -2.713  -0.181
C -4.479 2.796 -4.071  -0.106
H -1.030 1.961 -3.117  0.077
H -2.148 3.219 -2.550  0.087
H -0.971 2.501 -1.424  0.086
H -3.300 2.528 -0.503  0.132
H -3.823 0.840 -0.432  0.085
H -5.656 2.253 -1.142  0.128
H -5.211 1.137 -2.443  0.128
H -5.410 2.496 -4.562  0.096
H -3.745 1.992 -4.171  0.081
H -4.099 3.688 -4.566  0.082
C -4.158 0.622 8.785  -0.113
O -5.055 1.685 8.527  -0.191
C -4.440 2.963 8.523  -0.203
C -4.159 3.456 7.121  -0.201
O -3.219 2.639 6.440  -0.186
C -3.814 1.700 5.570  -0.130
H -4.664 -0.303 8.511  0.087
H -3.240 0.716 8.199  0.083
H -3.898 0.578 9.848  0.090
H -3.513 2.943 9.107  0.128
H -5.129 3.660 9.008  0.128
H -3.736 4.463 7.179  0.128
H -5.094 3.515 6.553  0.127
H -4.157 2.184 4.648  0.087
H -4.659 1.188 6.037  0.076
H -3.052 0.963 5.317  0.080
C -2.092 3.240 -6.720  -0.120
O -2.997 4.177 -7.268  -0.193
C -2.465 5.489 -7.375  -0.202
C -1.968 5.796 -8.771  -0.206
O -0.878 4.973 -9.143  -0.190
C -1.240 3.881 -9.968  -0.111
H -2.488 2.246 -6.923  0.094
H -1.097 3.326 -7.163  0.086
H -2.010 3.376 -5.635  0.069
H -1.653 5.630 -6.653  0.127
H -3.267 6.188 -7.124  0.127
H -1.622 6.833 -8.796  0.127
H -2.788 5.697 -9.490  0.128
H -1.425 4.212 -10.995  0.090
H -2.130 3.369 -9.593  0.083
H -0.403 3.184 -9.970  0.089

Molar mass   842.2 g mol⁻¹
E_LUMO   -2.89 eV
Frontier orbital gap   6.980 eV
Total charge   +1
Maximum force   0.934 eV/A
HOMO level   -9.87 eV
E   -103306.75391 eV

=====

A 2-piece molecular cluster, C23H48ClF2N4O11P2 overall, computed with ωB97M-V/def2-TZVPD.

Last column: Löwdin charge in e.
Geometry (Å):
C 1.567 -1.145 3.535  -0.061
C 2.263 -1.944 2.437  -0.163
C 1.453 -2.150 1.163  -0.275
F 0.423 -2.978 1.457  0.057
N 1.003 -0.851 0.469  0.091
C 1.764 -0.768 -0.833  -0.252
P 3.618 -0.505 -0.396  0.875
N 4.327 0.593 -1.419  -0.134
O 4.181 -1.913 -0.987  -0.249
C 1.219 0.268 -1.802  -0.481
N 1.443 1.612 -1.353  0.152
F 2.014 0.084 -2.925  0.028
C -0.259 -0.155 -2.216  -0.307
O -0.071 -1.159 -3.202  -0.009
P -1.023 1.215 -3.196  0.503
O -2.195 0.796 -3.975  -0.216
O 0.199 1.647 -4.128  -0.078
O -1.300 2.552 -2.351  -0.121
C -1.119 -0.793 -1.022  -0.206
C -2.587 -0.233 -1.015  -0.221
N -3.525 -0.776 -1.955  0.072
C -1.211 -2.320 -1.298  -0.097
C -1.867 -3.347 -0.341  -0.148
C -3.119 -3.120 0.532  -0.187
C -4.410 -3.831 0.068  -0.177
C -5.623 -2.921 -0.177  -0.164
C -5.831 -1.823 0.857  -0.134
O -5.490 -0.558 0.218  -0.048
C -6.101 0.531 0.735  -0.526
C -6.325 1.625 -0.265  0.024
O -6.427 0.621 1.903  0.100
C -0.473 -0.486 0.365  -0.332
O -1.219 -1.164 1.334  0.044
C -0.704 1.026 0.680  -0.117
C 0.070 1.635 1.852  -0.259
C -0.311 3.110 1.997  -0.589
Cl -1.863 3.307 2.808  0.627
H 2.070 -1.363 4.474  0.092
H 0.529 -1.432 3.678  0.082
H 1.696 -0.077 3.380  0.064
H 2.383 -2.964 2.802  0.132
H 3.259 -1.575 2.223  0.089
H 2.086 -2.702 0.470  0.147
H 1.478 -0.129 1.029  0.106
H 1.702 -1.722 -1.352  0.130
H 4.117 1.560 -1.230  0.031
H 4.326 0.381 -2.410  0.068
H 5.110 -1.777 -1.210  0.070
H 1.623 1.675 -0.363  0.067
H 0.721 2.289 -1.561  0.066
H -0.207 -0.827 -4.096  0.110
H 0.009 2.537 -4.453  0.109
H -2.254 2.656 -2.251  0.103
H -3.012 -0.347 -0.022  0.103
H -2.586 0.852 -1.132  0.089
H -3.149 -0.978 -2.869  0.069
H -3.962 -1.615 -1.601  0.049
H -1.615 -2.477 -2.287  0.113
H -0.181 -2.672 -1.401  0.112
H -1.099 -3.763 0.298  0.081
H -2.110 -4.203 -0.973  0.111
H -3.316 -2.096 0.824  0.069
H -2.883 -3.600 1.483  0.113
H -4.712 -4.581 0.797  0.110
H -4.222 -4.394 -0.846  0.106
H -6.519 -3.541 -0.175  0.115
H -5.602 -2.482 -1.173  0.106
H -5.164 -1.924 1.708  0.124
H -6.861 -1.764 1.186  0.128
H -7.381 1.687 -0.512  0.096
H -5.753 1.480 -1.177  0.075
H -6.036 2.575 0.174  0.087
H -0.872 -0.974 2.211  0.104
H -1.744 1.115 0.982  0.118
H -0.610 1.662 -0.189  0.082
H -0.124 1.107 2.781  0.100
H 1.157 1.643 1.700  0.102
H -0.368 3.549 1.003  0.075
H 0.469 3.655 2.519  0.081
C 8.466 2.950 2.776  -0.029
O 8.398 3.545 1.477  0.018
C 7.267 3.329 0.826  -0.627
O 6.323 2.693 1.225  0.102
O 7.341 3.936 -0.358  0.017
C 6.172 3.772 -1.152  -0.050
H 9.438 3.211 3.180  0.097
H 7.685 3.349 3.421  0.098
H 8.379 1.868 2.707  0.097
H 5.305 4.198 -0.648  0.098
H 6.008 2.717 -1.363  0.069
H 6.338 4.304 -2.084  0.099

Molar mass   692.1 g mol⁻¹
E_LUMO   -2.35 eV
Frontier orbital gap   9.283 eV
Energy relative to the best compared isomer or geometry (same formula, charge and spin)   0.0 kJ/mol
Total charge   +1
Maximum force   2.537 eV/A
HOMO level   -11.63 eV
E   -89643.37004 eV

=====

Q: The lowest E belongs to which entry?
A: C24H72N3O10PS9